Record 1
Entry from OMol25: BeH18O9 as an isolated structure (wB97M-V/def2-TZVPD).

Properties
highest occupied orbital energy (alpha / beta): -8.53 / -14.12 eV
E_LUMO (alpha / beta): -2.5 / -3.2 eV

Structure (ORCA input):
```
! wB97M-V def2-TZVPD RIJCOSX def2/J DEFGRID3
* xyz 1 2
Be 0.01355 -0.17792 0.13929
O -1.28593 -2.29046 -1.21279
H -0.72287 -3.05549 -1.33074
H -1.88474 -2.31584 -1.95912
O 1.37382 0.64812 2.18489
H 1.36248 0.39436 3.10777
H 2.19622 1.12598 2.07747
O -1.48596 0.87970 2.01033
H -1.50161 1.79510 2.28969
H -2.27088 0.49600 2.40136
O -0.00666 0.09565 -2.71590
H 0.35324 0.93082 -3.01458
H -0.64189 -0.14664 -3.38971
O 2.03753 -1.71337 -0.59590
H 2.89347 -1.47231 -0.24163
H 2.16204 -2.59609 -0.94450
O 2.15526 1.17108 -0.72883
H 2.50301 1.84850 -0.14881
H 2.59624 1.32152 -1.56497
O -0.43115 -1.98480 1.83033
H -0.81314 -1.77458 2.68245
H -0.04640 -2.85340 1.94751
O -2.25207 0.40507 -0.82051
H -3.06585 0.72067 -0.42758
H -2.53587 -0.15709 -1.54139
O -0.28460 2.58854 -0.23903
H -0.85604 2.90191 0.46202
H 0.43885 3.21506 -0.25707
*
```



Record 2
Entry from OMol25: one molecule with the formula Br2H4OSi2 at a distorted geometry (wB97M-V/def2-TZVPD).

Properties
highest occupied orbital energy: -10.26 eV
E_LUMO: 0.3 eV
SMILES: [SiH3]O[SiH](Br)Br
relative energy (zero: lowest compared OMol25 entry of this formula, charge and spin): 33.06 kcal/mol

Structure (ORCA input):
```
! wB97M-V def2-TZVPD RIJCOSX def2/J DEFGRID3
* xyz 0 1
O -0.24354 0.55791 -0.01842
Si -1.66187 0.05366 0.52290
Si 1.62691 -0.01251 -0.70747
Br 2.06483 -1.86807 0.33090
Br 2.90704 1.58784 -0.00837
H -2.62446 0.27807 -0.55566
H -1.60340 -1.37078 0.86355
H -1.90477 0.89274 1.69509
H 1.43926 -0.11887 -2.12251
*
```



Record 3
Entry from OMol25: one molecule with the formula Br2H4Si2 at a distorted geometry (wB97M-V/def2-TZVPD).

Properties
highest occupied orbital energy: -10.25 eV
E_LUMO: 0.5 eV
SMILES: [SiH3][SiH](Br)Br
relative energy (zero: lowest compared OMol25 entry of this formula, charge and spin): 0.00 kcal/mol

Structure (ORCA input):
```
! wB97M-V def2-TZVPD RIJCOSX def2/J DEFGRID3
* xyz 0 1
Si 1.21088 0.00003 -0.46266
Si -0.88056 0.00003 0.54159
Br -2.10782 1.77557 -0.06103
Br -2.10757 -1.77569 -0.06102
H 1.91372 -1.20128 -0.01739
H 1.07909 0.00276 -1.91805
H 1.91573 1.19856 -0.01307
H -1.02347 0.00003 1.99162
*
```



Record 4
Entry from OMol25: Br2O2S as an isolated structure at a distorted geometry (wB97M-V/def2-TZVPD).

Properties
highest occupied orbital energy (alpha / beta): -11.34 / -11.34 eV
E_LUMO (alpha / beta): -4.0 / -4.0 eV
relative energy (zero: lowest compared OMol25 entry of this formula, charge and spin): 128.37 kcal/mol

Structure (ORCA input):
```
! wB97M-V def2-TZVPD RIJCOSX def2/J DEFGRID3
* xyz 0 1
O 1.70982 -0.47507 1.40303
O 0.51868 -0.12179 -1.48225
S 0.14262 0.04839 -0.14153
Br -0.88911 2.17287 0.01389
Br -1.48201 -1.62440 0.20686
*
```



Record 5
Entry from OMol25: Br2OS2 as an isolated structure (wB97M-V/def2-TZVPD).

Properties
highest occupied orbital energy: -8.87 eV
E_LUMO: -2.5 eV
relative energy (zero: lowest compared OMol25 entry of this formula, charge and spin): 18.89 kcal/mol

Structure (ORCA input):
```
! wB97M-V def2-TZVPD RIJCOSX def2/J DEFGRID3
* xyz 0 1
O 1.04961 -0.94679 0.09022
S -0.18196 -1.02862 -0.67945
S 1.38575 1.65759 0.48726
Br -1.84794 -1.50148 0.68362
Br -0.40547 1.81930 -0.58165
*
```



Record 6
Entry from OMol25: Br3Cd as an isolated structure at a distorted geometry (wB97M-V/def2-TZVPD).

Properties
highest occupied orbital energy: -5.75 eV
E_LUMO: 3.4 eV
relative energy (zero: lowest compared OMol25 entry of this formula, charge and spin): 0.00 kcal/mol

Structure (ORCA input):
```
! wB97M-V def2-TZVPD RIJCOSX def2/J DEFGRID3
* xyz -1 1
Cd -16.12495 17.95445 -4.49827
Br -16.04645 15.66153 -5.33933
Br -16.96026 20.21696 -5.50531
Br -16.21467 18.27726 -1.92518
*
```



Record 7
Entry from OMol25: one molecule with the formula Br3OP at a distorted geometry (wB97M-V/def2-TZVPD).

Properties
highest occupied orbital energy: -9.27 eV
E_LUMO: -1.6 eV
relative energy (zero: lowest compared OMol25 entry of this formula, charge and spin): 97.34 kcal/mol

Structure (ORCA input):
```
! wB97M-V def2-TZVPD RIJCOSX def2/J DEFGRID3
* xyz 0 1
O 0.31099 -1.72257 0.52582
P 0.19122 1.79408 -0.60439
Br -1.67483 2.75764 -0.15351
Br -0.61317 -0.32507 0.48467
Br -0.17735 1.31668 -2.73961
*
```



Record 8
Entry from OMol25: BrCdH10O5 as an isolated structure at a distorted geometry (wB97M-V/def2-TZVPD).

Properties
highest occupied orbital energy: -13.99 eV
E_LUMO: -9.6 eV
relative energy (zero: lowest compared OMol25 entry of this formula, charge and spin): 96.83 kcal/mol

Structure (ORCA input):
```
! wB97M-V def2-TZVPD RIJCOSX def2/J DEFGRID3
* xyz 1 1
Cd 18.36256 -2.80926 19.28700
Br 19.10584 -3.04361 16.89995
O 16.07595 -1.60448 15.35195
H 16.61353 -1.91955 16.08121
H 15.87280 -2.37305 14.80728
O 20.32657 0.05600 15.71119
H 20.42113 0.64054 16.46974
H 20.14853 -0.81796 16.06843
O 18.66283 -2.57860 13.26166
H 19.57516 -2.58629 12.95100
H 18.71559 -2.52753 14.21895
O 22.00916 -5.36228 16.80781
H 21.89733 -6.31206 16.68935
H 21.15198 -5.03535 17.08852
O 17.44528 -5.56110 15.09191
H 16.65060 -5.03273 15.21312
H 18.16924 -5.03780 15.44754
*
```



Record 9
Entry from OMol25: one molecule with the formula BrClHOP at a distorted geometry (wB97M-V/def2-TZVPD).

Properties
highest occupied orbital energy: -10.26 eV
E_LUMO: 0.0 eV
SMILES: OP(Cl)Br
relative energy (zero: lowest compared OMol25 entry of this formula, charge and spin): 6.16 kcal/mol

Structure (ORCA input):
```
! wB97M-V def2-TZVPD RIJCOSX def2/J DEFGRID3
* xyz 0 1
O -0.24512 -0.71981 -0.36576
P -1.83202 -0.78457 -0.92942
Cl -2.47482 -2.04534 0.39032
Br -2.50804 1.15153 0.09275
H 0.11988 -0.00331 0.28044
*
```



Record 10
Entry from OMol25: a 2-piece molecular cluster, BrClIP overall at a distorted geometry (wB97M-V/def2-TZVPD).

Properties
highest occupied orbital energy (alpha / beta): -10.03 / -8.38 eV
E_LUMO (alpha / beta): -1.7 / -3.7 eV
relative energy (zero: lowest compared OMol25 entry of this formula, charge and spin): 44.57 kcal/mol

Structure (ORCA input):
```
! wB97M-V def2-TZVPD RIJCOSX def2/J DEFGRID3
* xyz 0 1
P -1.39002 -0.13157 -0.06932
Cl -0.46551 -0.33023 1.60670
Br 1.87347 2.13283 -0.14694
I -0.01794 -1.67102 -1.39044
*
```



Record 11
Entry from OMol25: BrCuF30P5 as an isolated structure at a distorted geometry (wB97M-V/def2-TZVPD).

Properties
highest occupied orbital energy (alpha / beta): 1.37 / 1.55 eV
E_LUMO (alpha / beta): 9.3 / 7.8 eV
relative energy (zero: lowest compared OMol25 entry of this formula, charge and spin): 16.51 kcal/mol

Structure (ORCA input):
```
! wB97M-V def2-TZVPD RIJCOSX def2/J DEFGRID3
* xyz -4 2
Cu -0.21515 0.18213 -0.53945
Br -2.79749 -0.51080 0.06914
P -0.33798 -2.13358 3.15931
F -0.08465 -1.22407 1.85267
F 1.32978 -2.14233 3.34669
F -0.52235 -0.83210 4.13816
F -0.45210 -3.12770 4.48293
F -1.91426 -2.10202 2.82901
F -0.40843 -3.46320 2.22053
P 2.67435 0.19133 -0.38749
F 3.62176 1.38662 -0.93644
F 1.98039 0.11148 -1.79001
F 3.71700 -0.96028 -0.79145
F 1.54659 -0.77257 0.06859
F 3.34501 0.16791 1.13059
F 1.61736 1.35076 -0.01309
P -0.19074 -3.09577 -2.44485
F -1.82410 -3.07135 -2.55670
F -0.13414 -2.37470 -3.89047
F -0.38797 -1.77362 -1.58702
F 1.40650 -2.80782 -2.46428
F -0.14383 -3.65424 -0.94671
F 0.03856 -4.60262 -3.14820
P -1.06876 2.55046 -2.77628
F -0.84628 0.92194 -2.55574
F -1.42616 2.22192 -4.37116
F -2.57665 2.39973 -2.12233
F -1.44474 4.16481 -3.00090
F -0.46812 2.82468 -1.33223
F 0.56175 2.80492 -3.13228
P -0.59881 2.43076 2.53246
F -1.95579 1.67487 2.83714
F 0.13620 1.44394 3.49283
F -0.40489 1.65706 1.11038
F 0.70229 3.40795 2.27955
F -1.49608 3.32829 1.53933
F -0.97808 3.42719 3.69777
*
```



Record 12
Entry from OMol25: one molecule with the formula BrF2NS at a distorted geometry (wB97M-V/def2-TZVPD).

Properties
highest occupied orbital energy (alpha / beta): -11.59 / -11.42 eV
E_LUMO (alpha / beta): -0.1 / -4.1 eV
relative energy (zero: lowest compared OMol25 entry of this formula, charge and spin): 0.00 kcal/mol

Structure (ORCA input):
```
! wB97M-V def2-TZVPD RIJCOSX def2/J DEFGRID3
* xyz 0 3
N -0.29478 1.37780 0.34043
F -0.46699 -0.62129 -1.21578
F -1.71270 -0.81950 0.67894
S -0.15069 -0.06685 0.23699
Br 2.62516 0.12984 -0.04058
*
```



Record 13
Entry from OMol25: a 2-piece molecular cluster, BrFHOP overall at a distorted geometry (wB97M-V/def2-TZVPD).

Properties
highest occupied orbital energy: -10.59 eV
E_LUMO: -1.2 eV
SMILES: O=PBr.F
relative energy (zero: lowest compared OMol25 entry of this formula, charge and spin): 32.37 kcal/mol

Structure (ORCA input):
```
! wB97M-V def2-TZVPD RIJCOSX def2/J DEFGRID3
* xyz 0 1
O 0.56972 -1.78586 -0.83588
F -1.57090 0.48432 0.45073
P 1.13186 -1.17943 0.34864
Br 1.37787 1.03095 -0.20986
H -1.50855 1.45003 0.24638
*
```



Record 14
Entry from OMol25: BrGaH3Pr as an isolated structure at a distorted geometry (wB97M-V/def2-TZVPD).

Properties
highest occupied orbital energy (alpha / beta): -19.45 / -19.47 eV
E_LUMO (alpha / beta): -12.1 / -10.6 eV

Structure (ORCA input):
```
! wB97M-V def2-TZVPD RIJCOSX def2/J DEFGRID3
* xyz 2 3
Ga 0.18926 -0.57920 -0.57518
Br 0.18347 2.15697 0.08319
H -1.35826 -0.75328 -0.81450
H 1.27261 -0.69672 -1.64703
H 0.46022 -1.02741 1.03388
Pr -0.74731 0.89963 1.91964
*
```



Record 15
Entry from OMol25: BrH10LiO5 as an isolated structure at a distorted geometry (wB97M-V/def2-TZVPD).

Properties
highest occupied orbital energy: -10.21 eV
E_LUMO: -1.9 eV
relative energy (zero: lowest compared OMol25 entry of this formula, charge and spin): 42.44 kcal/mol

Structure (ORCA input):
```
! wB97M-V def2-TZVPD RIJCOSX def2/J DEFGRID3
* xyz 0 1
Li -0.98028 2.87452 -0.84285
Br 0.04443 0.40452 -0.30094
O 3.54623 1.04386 -0.30752
H 4.05756 0.71568 -1.02979
H 2.57157 0.84664 -0.47087
O 1.68465 -2.07949 -1.77579
H 1.48036 -2.86751 -1.11666
H 1.26977 -1.44708 -1.23673
O -2.51986 -0.83930 -2.32719
H -3.28125 -0.68939 -1.81788
H -1.72676 -0.51753 -2.03515
O -2.41491 0.27261 2.01047
H -1.73020 0.00748 1.30880
H -3.04468 0.19933 1.34301
O 0.58549 1.00059 2.98153
H -0.07135 0.53667 3.40481
H 0.52924 0.53840 2.21276
*
```



Record 16
Entry from OMol25: BrH10LiO5 as an isolated structure at a distorted geometry (wB97M-V/def2-TZVPD).

Properties
highest occupied orbital energy: -10.11 eV
E_LUMO: -1.9 eV
relative energy (zero: lowest compared OMol25 entry of this formula, charge and spin): 16.22 kcal/mol

Structure (ORCA input):
```
! wB97M-V def2-TZVPD RIJCOSX def2/J DEFGRID3
* xyz 0 1
Li 3.35572 -0.04093 -0.94172
Br 0.73945 -0.06191 -0.77679
O 1.42037 -2.89363 0.84138
H 1.29889 -2.44231 1.67672
H 1.27265 -2.21784 0.17978
O -1.81186 -0.54805 1.57396
H -1.18693 -1.20859 1.87293
H -1.77584 -0.59853 0.61877
O 1.65286 2.03490 1.99132
H 1.06183 1.50198 1.45944
H 2.39801 1.46125 2.16998
O -1.30875 2.54179 -0.45147
H -1.05740 1.63597 -0.63188
H -1.28336 2.61239 0.50278
O -1.60204 -0.39394 -3.69811
H -1.97882 -1.25426 -3.51341
H -1.19472 -0.12832 -2.87363
*
```